{
  "formula": "C4H9N",
  "method": "wB97M-V/def2-TZVPD",
  "species": ["C", "C", "H", "H", "H", "H", "C", "C", "N", "H", "H", "H", "H", "H"],
  "xyz": [[-3.493, -4.805, 1.745], [-2.688, -3.717, 1.925], [-4.605, -4.727, 1.947], [-3.195, -5.836, 1.735], [-2.960, -2.798, 1.504], [-1.735, -3.697, 2.686], [1.643, 3.432, -2.201], [3.130, 2.823, -0.437], [2.633, 2.597, -1.619], [0.560, 3.178, -2.082], [1.858, 4.415, -1.750], [1.848, 3.521, -3.372], [3.277, 1.901, 0.166], [3.728, 3.713, -0.248]],
  "forces_ev_per_a": [[-0.6045, 1.1801, 1.3712], [1.5270, -2.4038, 2.1540], [0.9913, 0.4240, -1.9181], [0.6334, -0.2841, 0.9445], [-0.8822, 1.5873, 0.4471], [-1.6650, -0.5036, -2.9988], [1.8590, 2.6175, -3.0677], [0.6754, -1.7290, -3.1298], [-1.9723, -2.3583, 3.3364], [1.1894, -0.4328, 0.2864], [-0.9060, 0.5025, -0.4889], [-0.5965, -0.1838, 2.3545], [0.7252, 0.7310, -0.2134], [-0.9740, 0.8530, 0.9226]],
  "smiles": "C=NC.C=C",
  "e_tot_ev": -5779.007,
  "total_charge": 0,
  "largest_force_ev_per_a": 4.5,
  "homo_lumo_gap_ev": 8.978
}

{
  "formula": "C4H9N",
  "method": "wB97M-V/def2-TZVPD",
  "species": ["N", "C", "C", "C", "C", "H", "H", "H", "H", "H", "H", "H", "H", "H"],
  "xyz": [[-0.758, 0.917, -0.333], [-0.498, 0.511, 1.032], [0.743, -0.397, 0.975], [0.599, -1.078, -0.384], [-0.164, -0.029, -1.268], [-0.517, 1.880, -0.499], [-0.340, 1.369, 1.688], [-1.319, -0.054, 1.486], [1.638, 0.221, 0.988], [0.809, -1.116, 1.783], [1.576, -1.373, -0.776], [-0.014, -1.973, -0.332], [0.518, 0.412, -1.986], [-0.958, -0.568, -1.781]],
  "forces_ev_per_a": [[-0.2985, 0.4015, -0.0261], [0.4612, -0.3338, 0.7151], [-0.2609, 0.2024, -0.3080], [-0.0328, 0.3685, -0.2909], [0.2734, -1.0317, 0.6717], [0.1608, -0.0483, -0.0765], [-0.0225, 0.0841, -0.1268], [-0.2197, -0.0007, -0.2847], [0.1680, 0.0426, 0.0019], [-0.0339, -0.0512, 0.2594], [-0.1631, 0.0774, -0.1850], [-0.0088, -0.1639, 0.2368], [-0.0635, 0.3561, -0.1738], [0.0404, 0.0970, -0.4132]],
  "smiles": "C1CCNC1",
  "e_tot_ev": -5783.702,
  "total_charge": 0,
  "largest_force_ev_per_a": 1.3,
  "homo_lumo_gap_ev": 9.706
}

{
  "formula": "C4H9N",
  "method": "wB97M-V/def2-TZVPD",
  "species": ["C", "C", "C", "N", "C", "H", "H", "H", "H", "H", "H", "H", "H", "H"],
  "xyz": [[0.514, -1.382, 0.706], [-0.701, -0.677, 0.141], [-1.016, 0.718, 0.574], [-0.683, 0.433, -0.803], [0.568, 1.056, -1.171], [0.224, -1.907, 1.623], [0.920, -2.134, 0.021], [1.317, -0.689, 0.968], [-1.514, -1.365, -0.107], [-0.148, 1.236, 1.053], [-2.010, 1.094, 0.826], [0.337, 1.988, -1.698], [1.117, 1.355, -0.228], [1.158, 0.419, -1.848]],
  "forces_ev_per_a": [[0.1226, 0.0441, -0.0410], [0.0363, -0.0834, 0.1566], [0.1536, 0.2561, 0.3504], [-0.0696, 0.1017, -0.2718], [0.4988, 0.2716, 0.3704], [0.0227, 0.0941, -0.1185], [-0.0854, 0.1120, -0.0215], [-0.0773, -0.0441, -0.0635], [0.0567, 0.2713, 0.2840], [-1.1109, -0.4387, 0.2561], [0.2818, -0.2211, -0.1002], [0.0575, -0.1337, 0.0156], [0.1605, -0.4164, -1.1925], [-0.0473, 0.1865, 0.3759]],
  "smiles": "C[C@H]1CN1C",
  "e_tot_ev": -5782.467,
  "total_charge": 0,
  "largest_force_ev_per_a": 1.3,
  "homo_lumo_gap_ev": 10.127
}

{
  "formula": "C4H9N",
  "method": "wB97M-V/def2-TZVPD",
  "species": ["C", "C", "C", "C", "N", "H", "H", "H", "H", "H", "H", "H", "H", "H"],
  "xyz": [[-2.086, 1.419, -0.452], [1.542, -0.634, 1.078], [0.836, -0.109, -0.181], [-0.275, -0.955, -0.695], [-2.363, 0.332, -0.876], [-2.685, 2.363, -0.341], [-1.109, 1.747, -0.077], [1.703, -1.715, 1.127], [2.547, -0.194, 1.119], [0.934, -0.519, 2.028], [1.595, -0.204, -0.968], [0.652, 0.934, 0.018], [-0.237, -1.181, -1.671], [-1.054, -1.284, -0.108]],
  "forces_ev_per_a": [[1.0238, 4.1279, 1.4912], [-0.5416, -0.5838, 1.4111], [0.9837, -1.9131, -0.2289], [0.4488, 2.7028, 2.4163], [-0.4017, -2.6310, -1.1823], [-0.7085, -1.0241, -0.4332], [0.6739, -0.4889, 0.0400], [0.0065, -0.0688, -0.7355], [-0.4288, 0.1557, 0.4983], [0.7830, 0.6192, -0.9763], [-0.0220, 0.6605, 0.0270], [-0.5254, 0.6443, -0.2897], [-0.1525, -1.0471, -3.3300], [-1.1393, -1.1536, 1.2920]],
  "e_tot_ev": -5779.435,
  "total_charge": 0,
  "largest_force_ev_per_a": 4.5,
  "homo_lumo_gap_ev": [9.475, 7.999]
}

{
  "formula": "C4H9N",
  "method": "wB97M-V/def2-TZVPD",
  "species": ["C", "C", "N", "C", "C", "H", "H", "H", "H", "H", "H", "H", "H", "H"],
  "xyz": [[0.244, -1.508, 1.882], [-0.140, -0.517, 1.079], [-0.085, -0.529, -0.284], [-0.570, 0.565, -1.098], [0.458, 1.646, -1.350], [0.095, -1.456, 2.951], [0.676, -2.435, 1.521], [-0.521, 0.397, 1.527], [0.093, -1.408, -0.736], [-0.945, 0.136, -2.026], [-1.459, 0.962, -0.603], [1.036, 1.848, -0.445], [1.192, 1.342, -2.092], [0.001, 2.592, -1.656]],
  "forces_ev_per_a": [[0.0113, -0.3621, 0.4178], [0.0958, -0.1336, 0.3893], [0.1303, 0.0050, -0.4925], [-0.4259, -0.3485, 0.2716], [0.2978, 0.3966, 0.1646], [0.0575, 0.2163, -0.0686], [-0.0572, 0.0467, -0.1831], [-0.0860, 0.0300, -0.1950], [0.0436, 0.0328, 0.0695], [0.0841, 0.0748, -0.1815], [0.0161, 0.2780, 0.0324], [-0.1707, -0.0075, 0.1065], [-0.0088, -0.0512, -0.2137], [0.0120, -0.1773, -0.1174]],
  "smiles": "C=CNCC",
  "e_tot_ev": -5783.234,
  "total_charge": 0,
  "largest_force_ev_per_a": 0.6,
  "homo_lumo_gap_ev": 8.908
}

{
  "formula": "C4H9N",
  "method": "wB97M-V/def2-TZVPD",
  "species": ["C", "N", "H", "H", "H", "C", "C", "C", "H", "H", "H", "H", "H", "H"],
  "xyz": [[0.998, -2.086, 1.249], [1.092, -0.972, 1.968], [1.877, -2.381, 0.843], [0.224, -2.391, 0.503], [0.118, -0.583, 1.933], [0.088, 1.787, -0.343], [-1.089, 1.030, -0.889], [-1.125, 0.175, -1.919], [0.089, 1.625, 0.691], [-0.059, 2.839, -0.639], [0.960, 1.544, -0.921], [-2.057, 1.361, -0.442], [-1.830, -0.692, -1.815], [-0.195, 0.049, -2.516]],
  "forces_ev_per_a": [[-1.2496, 4.6024, -0.0759], [-2.2915, -2.8794, -1.9463], [3.2732, -1.8867, -0.0929], [-0.5844, 0.3015, 1.4489], [0.8300, -0.1247, 0.6392], [-1.2004, 1.0352, -3.2125], [-1.1000, 0.7097, -0.2612], [0.9488, -1.2758, 1.2315], [0.6480, 0.0579, 1.4458], [-0.0752, 0.0386, 0.8524], [0.7856, -0.6369, 0.4233], [0.6611, -1.0111, 0.2173], [0.0493, 1.3765, -1.1587], [-0.6949, -0.3073, 0.4892]],
  "smiles": "C=CC.C=N",
  "e_tot_ev": -5780.859,
  "total_charge": 0,
  "largest_force_ev_per_a": 4.8,
  "homo_lumo_gap_ev": 10.214
}

{
  "formula": "C4H9N",
  "method": "wB97M-V/def2-TZVPD",
  "species": ["C", "N", "C", "C", "C", "H", "H", "H", "H", "H", "H", "H", "H", "H"],
  "xyz": [[-0.960, -0.171, -1.647], [0.471, -1.512, 0.297], [0.640, -0.118, 0.221], [-0.468, 0.605, -0.529], [0.543, 0.451, 1.700], [-1.443, -0.180, -0.508], [-1.732, 0.157, -2.334], [-0.397, -0.999, -2.044], [0.831, -1.917, -0.573], [1.548, 0.311, -0.245], [-0.697, 1.661, -0.396], [-0.402, 0.103, 2.104], [0.661, 1.542, 1.712], [1.406, 0.068, 2.242]],
  "forces_ev_per_a": [[0.6704, 1.8682, 0.0747], [0.7908, 0.0086, -1.2031], [-1.3982, 0.3613, 2.7990], [1.4824, -0.1792, -2.8898], [1.0327, 0.1043, -1.3700], [-1.0993, -1.4040, 0.8216], [-0.1124, 0.4898, 0.3141], [-0.1423, -0.5763, 0.9351], [-0.1213, -0.1788, 0.2125], [0.0615, -0.0948, -0.1821], [-0.4838, -0.1229, -0.1092], [0.0341, 0.0542, 0.3144], [-0.4339, -0.0137, 0.0663], [-0.2806, -0.3168, 0.2165]],
  "e_tot_ev": -5778.080,
  "total_charge": 0,
  "largest_force_ev_per_a": 3.3,
  "homo_lumo_gap_ev": 5.859
}

{
  "formula": "C4H9N",
  "method": "wB97M-V/def2-TZVPD",
  "species": ["C", "N", "H", "H", "H", "C", "C", "C", "H", "H", "H", "H", "H", "H"],
  "xyz": [[-3.079, 4.135, 0.975], [-2.210, 3.364, 1.667], [-3.565, 5.038, 1.393], [-3.827, 3.496, 0.348], [-2.318, 2.373, 1.480], [0.638, -1.940, -0.092], [1.970, -2.488, -0.589], [2.898, -1.744, -1.348], [-0.071, -2.255, -0.946], [0.275, -2.662, 0.706], [0.710, -0.905, -0.023], [2.128, -3.566, -0.342], [3.685, -2.175, -1.955], [2.767, -0.669, -1.275]],
  "forces_ev_per_a": [[-0.5482, -5.7359, 2.3913], [-2.4725, 3.9608, -1.1742], [1.5878, 0.1923, -0.5910], [1.2475, 1.5502, 0.3486], [0.1861, 0.0300, -0.9755], [-0.1090, -4.4873, -1.6855], [2.2997, 0.9868, -1.6552], [-2.9627, -1.8980, 2.5793], [0.7738, 0.9233, 1.0591], [0.3910, 1.8602, -0.1626], [-0.5414, 1.7542, 0.8433], [-0.0378, 0.8271, -0.8147], [0.1476, 0.0154, 0.4890], [0.0381, 0.0207, -0.6519]],
  "smiles": "C=CC.C=N",
  "e_tot_ev": -5780.612,
  "total_charge": 0,
  "largest_force_ev_per_a": 6.2,
  "homo_lumo_gap_ev": 9.624
}

What did the seventh record say?
{
  "formula": "C4H9N",
  "method": "wB97M-V/def2-TZVPD",
  "species": ["C", "N", "C", "C", "C", "H", "H", "H", "H", "H", "H", "H", "H", "H"],
  "xyz": [[-0.960, -0.171, -1.647], [0.471, -1.512, 0.297], [0.640, -0.118, 0.221], [-0.468, 0.605, -0.529], [0.543, 0.451, 1.700], [-1.443, -0.180, -0.508], [-1.732, 0.157, -2.334], [-0.397, -0.999, -2.044], [0.831, -1.917, -0.573], [1.548, 0.311, -0.245], [-0.697, 1.661, -0.396], [-0.402, 0.103, 2.104], [0.661, 1.542, 1.712], [1.406, 0.068, 2.242]],
  "forces_ev_per_a": [[0.6704, 1.8682, 0.0747], [0.7908, 0.0086, -1.2031], [-1.3982, 0.3613, 2.7990], [1.4824, -0.1792, -2.8898], [1.0327, 0.1043, -1.3700], [-1.0993, -1.4040, 0.8216], [-0.1124, 0.4898, 0.3141], [-0.1423, -0.5763, 0.9351], [-0.1213, -0.1788, 0.2125], [0.0615, -0.0948, -0.1821], [-0.4838, -0.1229, -0.1092], [0.0341, 0.0542, 0.3144], [-0.4339, -0.0137, 0.0663], [-0.2806, -0.3168, 0.2165]],
  "e_tot_ev": -5778.080,
  "total_charge": 0,
  "largest_force_ev_per_a": 3.3,
  "homo_lumo_gap_ev": 5.859
}

Please write out number 3 again, unchanged.
{
  "formula": "C4H9N",
  "method": "wB97M-V/def2-TZVPD",
  "species": ["C", "C", "C", "N", "C", "H", "H", "H", "H", "H", "H", "H", "H", "H"],
  "xyz": [[0.514, -1.382, 0.706], [-0.701, -0.677, 0.141], [-1.016, 0.718, 0.574], [-0.683, 0.433, -0.803], [0.568, 1.056, -1.171], [0.224, -1.907, 1.623], [0.920, -2.134, 0.021], [1.317, -0.689, 0.968], [-1.514, -1.365, -0.107], [-0.148, 1.236, 1.053], [-2.010, 1.094, 0.826], [0.337, 1.988, -1.698], [1.117, 1.355, -0.228], [1.158, 0.419, -1.848]],
  "forces_ev_per_a": [[0.1226, 0.0441, -0.0410], [0.0363, -0.0834, 0.1566], [0.1536, 0.2561, 0.3504], [-0.0696, 0.1017, -0.2718], [0.4988, 0.2716, 0.3704], [0.0227, 0.0941, -0.1185], [-0.0854, 0.1120, -0.0215], [-0.0773, -0.0441, -0.0635], [0.0567, 0.2713, 0.2840], [-1.1109, -0.4387, 0.2561], [0.2818, -0.2211, -0.1002], [0.0575, -0.1337, 0.0156], [0.1605, -0.4164, -1.1925], [-0.0473, 0.1865, 0.3759]],
  "smiles": "C[C@H]1CN1C",
  "e_tot_ev": -5782.467,
  "total_charge": 0,
  "largest_force_ev_per_a": 1.3,
  "homo_lumo_gap_ev": 10.127
}

What is the formula in the eighth record?
C4H9N